The following is a quantum chemistry calculation of an isolated molecule of C4H5NO at a distorted geometry, from the Open Molecules 2025 dataset.

Calculated values
* spin multiplicity: 1
* SMILES string: C[C@H]1O[C@H]1C#N
* Kohn-Sham gap: 11.41 eV
* HOMO level: -10.540 eV

Each line ends with the Mulliken charge.
CARTESIAN COORDINATES (ANGSTROEM)
C -1.4039 -0.3236 -0.2579  -1.293
C -0.3173 0.6166 0.2059  0.182
O 0.3827 0.1957 1.3385  -0.399
C 1.2247 0.4180 0.2602  0.064
C 1.7234 -0.5918 -0.6000  0.063
N 2.1097 -1.3471 -1.3818  -0.388
H -2.3970 -0.0110 0.0547  0.368
H -1.4974 -0.4418 -1.3239  0.318
H -1.3116 -1.3373 0.1062  0.353
H -0.5006 1.6743 0.0474  0.379
H 2.0075 1.1514 0.4683  0.353